1.
The following is a DFT calculation (wB97M-V/def2-TZVPD) of C23H34N2O4 as an isolated structure.

Its HOMO energy is -8.039 eV. The LUMO energy is 0.027 eV. The value obtained for the total energy is -1306.33478 Eh. Its energy above the lowest of the compared OMol25 structures with the same formula, charge and spin is 639.6 kcal/mol. The orbital gap is 8.1 eV.

Last column: natural (NBO) charge in e.
Cartesian coordinates (Å):
C1 -5.414073 -1.669512 1.080969  -0.606
H1 -0.793924 -0.632293 1.413703  0.240
H2 1.237457 -1.041571 1.376898  0.184
H3 3.799914 -0.136537 -2.129741  0.155
H4 -4.719602 -0.621045 -0.766210  0.207
C2 -4.403566 -0.653864 0.328634  -0.076
C3 1.422582 2.626622 -0.634997  -0.127
H5 5.122037 -2.466302 1.071642  0.198
H6 2.220491 0.572625 -1.761883  0.249
H7 -0.479205 -4.156865 -0.205166  0.197
C4 -0.738582 -1.655456 0.973580  -0.266
C5 0.262063 4.328606 -2.088708  -0.496
H8 -2.603927 1.507990 1.626607  0.179
C6 -0.882097 3.152198 -0.102894  0.363
H9 0.531571 1.152127 2.274782  0.107
C7 0.758199 -1.639847 0.853092  -0.299
H10 -3.876214 2.932235 0.105020  0.170
C8 1.135074 -1.467607 -0.610262  -0.091
O1 -1.996402 3.758845 -0.689308  -0.546
N1 2.487386 -1.414257 -1.165483  -0.458
H11 -4.524372 0.431553 0.760550  0.184
H12 -3.016065 1.752448 -0.809857  0.190
H13 1.176694 4.176911 -2.372340  0.187
H14 -1.541519 -3.660663 -1.479671  0.221
H15 3.212287 -3.296685 -0.249900  0.192
H16 5.077406 0.195454 1.392894  0.197
H17 1.334140 -3.532605 -1.547699  0.195
C9 -3.226860 2.860876 -0.854287  -0.229
O2 -3.426019 -2.515906 -1.079191  -0.665
H18 -2.644305 3.048127 2.115013  0.201
H19 -0.559872 3.805947 -2.796546  0.195
H20 4.149351 -2.382050 -1.344255  0.210
C10 -0.707511 -3.182145 -0.594078  -0.233
H21 -3.674555 3.261420 -1.612434  0.186
C11 0.667038 -2.618595 -1.596413  -0.288
C12 3.459179 -2.412316 -0.457387  -0.208
H22 -6.451851 -1.348763 0.836190  0.214
C13 3.713730 0.457546 -0.047451  -0.374
H23 1.164423 -3.028586 0.982368  0.124
H24 0.638640 -0.517399 -0.873515  0.195
C14 1.490235 1.856943 0.697740  -0.189
H25 3.668535 -1.767840 1.622842  0.194
N2 -1.455743 -2.252424 -0.144932  -0.494
C15 2.931663 -0.115239 -1.180478  -0.208
H26 -5.292983 -2.643380 0.603321  0.227
O3 2.954246 0.776668 2.081869  -0.503
C16 0.171233 3.342237 -0.759980  -0.119
H27 -0.936397 -2.194057 2.009741  0.185
C17 -0.884520 2.352632 1.203861  -0.055
H28 -5.152258 -1.838272 1.963377  0.187
C18 0.377792 1.873819 1.129689  -0.134
H29 0.271018 -2.357695 -2.371556  0.165
H30 5.596046 -0.287865 -0.418745  0.118
H31 4.209212 1.470728 -0.310023  0.232
C19 -1.977622 1.978648 1.962344  -0.570
C20 2.665237 0.964235 1.071837  0.628
H32 2.240269 2.938168 -1.038894  0.180
H33 -1.591624 1.903056 3.037079  0.245
O4 -3.153720 -1.143244 0.358575  -0.463
C21 4.125706 -1.733477 0.772453  -0.407
C22 -2.750950 -2.009359 -0.279879  0.890
H34 -0.034792 5.143053 -2.008041  0.166
C23 4.640263 -0.228025 0.675560  -0.253

Forces on atoms 1 to 6 (eV/Å):
-1.3 2.1 -9.3
-1.7 0.1 -1.6
4.1 5.1 5.6
-1.6 0.1 2.1
0.2 0.1 1.3
-5.1 0.8 -0.6

---

2.
The following is a DFT calculation (wB97M-V/def2-TZVPD) of C22H18BBrF4NPd as an isolated structure.

As for the total charge: +1. Its HOMO energy (alpha / beta) is -12.182 / -11.862 eV. The LUMO energy (alpha / beta) is -5.742 / -5.285 eV. The value obtained for the total energy is -4030.09680 Eh. Its energy above the lowest of the compared OMol25 structures with the same formula, charge and spin is 0.0 kcal/mol. The orbital gap (alpha / beta) is 6.4 / 6.6 eV.

Last column: natural (NBO) charge in e.
Cartesian coordinates (Å):
C1 -4.216114 0.964424 -0.039987  -0.141
F1 2.922276 0.724134 -0.087317  -0.580
C2 1.545379 -1.125542 -4.446514  -0.158
H1 -0.796582 0.644470 1.656940  0.216
H2 -0.751305 0.620874 4.131386  0.237
C3 -2.552907 2.746676 -0.267542  -0.090
C4 0.000053 0.076532 3.574963  -0.234
C5 1.433885 0.478187 -2.657119  -0.247
H3 -3.283032 3.423370 0.159307  0.234
C6 -1.294934 3.184107 -0.575089  -0.232
H4 0.138268 -1.060215 6.143214  0.242
C7 -0.594007 -0.583697 -3.471255  -0.141
C8 1.002919 -0.638339 4.235422  0.087
Br1 -0.990277 -2.277221 -0.916431  0.171
C9 -0.424655 2.317125 -1.245015  -0.098
H5 -3.775252 -2.364170 -0.269958  0.247
H6 -1.670231 -0.688030 -3.447207  0.221
C10 0.039049 0.289549 -2.554096  -0.111
H7 3.250074 -0.125262 -3.616944  0.265
H8 2.115427 -1.685427 -5.174876  0.240
C11 -3.566608 -1.309791 -0.389699  -0.204
H9 0.481987 2.729445 -1.667934  0.240
H10 -4.920910 1.705918 0.313062  0.234
F2 3.003936 -1.445698 -0.790104  -0.581
H11 2.734212 -1.877437 3.898008  0.246
Pd1 0.893455 -0.354609 -0.520977  1.000
C12 -4.544744 -0.361432 -0.055302  -0.190
F3 4.630143 -0.650090 0.632201  -0.534
C13 -2.934230 1.395136 -0.453756  -0.102
C14 0.144190 -1.257674 -4.403003  -0.180
H12 2.566584 -1.742980 1.430911  0.261
C15 2.178491 -0.264411 -3.588688  -0.168
N1 0.881238 -0.554842 1.473307  -0.432
C16 1.930524 -1.309863 3.450076  -0.226
B1 3.879318 -0.328256 -0.462229  1.349
H13 1.195911 0.343610 6.120064  0.245
C17 -0.035960 0.098973 2.201839  0.046
H14 -5.523285 -0.697383 0.257468  0.243
H15 1.954792 1.243535 -2.094612  0.269
H16 -0.352935 -1.906577 -5.111859  0.236
C18 1.849115 -1.250757 2.072025  0.073
C19 1.067800 -0.666971 5.729800  -0.647
C20 -2.330326 -0.903245 -0.812302  -0.084
H17 1.893251 -1.280684 6.081652  0.235
F4 4.564617 0.067982 -1.570483  -0.535
C21 -0.747024 0.984043 -1.503550  -0.163
C22 -1.995778 0.465999 -0.973498  -0.002
H18 -0.995804 4.206537 -0.394307  0.246

Forces on atoms 1 to 6 (eV/Å):
0.0 -0.1 0.0
0.0 0.0 -0.1
0.0 0.1 0.1
0.0 0.0 0.0
0.0 0.0 0.0
0.0 0.1 0.0

---

3.
The following is a DFT calculation (wB97M-V/def2-TZVPD) of C28H49MnO2S3SbSi3 as an isolated structure.

Its expectation value of S² is 8.76. Its HOMO energy (alpha / beta) is -5.999 / -6.120 eV. The LUMO energy (alpha / beta) is 0.547 / 0.539 eV. Its spin multiplicity is 6. The value obtained for the total energy is -4701.23875 Eh. Its energy above the lowest of the compared OMol25 structures with the same formula, charge and spin is 0.0 kcal/mol. The orbital gap (alpha / beta) is 6.5 / 6.7 eV.

Last column: Löwdin spin population.
Cartesian coordinates (Å):
H1 -2.421321 0.738629 0.697506  0.001
C1 4.467411 0.184036 -3.124275  0.003
C2 -0.866118 4.132690 1.045842  0.001
C3 4.162260 -2.432108 -1.531873  0.001
C4 0.682100 5.680327 2.768211  0.000
Si1 3.698651 -0.611698 -1.606765  0.008
C5 -2.159697 1.716738 2.588183  0.002
C6 2.363657 -3.733588 3.255984  0.003
Si2 0.691664 1.823723 -2.558854  0.005
O1 0.011349 1.188157 1.137898  0.054
H2 0.774112 2.898802 -4.777537  0.000
H3 -1.684381 1.441188 -3.218265  0.000
H4 5.382095 0.128847 0.060336  0.000
C7 0.065748 6.258569 1.671732  0.001
C8 -2.906901 1.167747 1.565007  0.001
H5 -4.298987 -1.333973 3.866448  0.000
C9 1.591771 -3.372993 2.028849  0.015
C10 -0.706523 5.485029 0.808517  0.000
C11 1.238876 2.005900 -4.348454  0.002
C12 -0.243217 3.560792 2.149372  0.001
H6 1.794275 -1.145920 -5.267464  0.000
C13 -4.894663 1.585146 2.854250  0.000
C14 4.303223 0.263057 -0.060007  0.001
H7 1.317489 -2.814347 -5.594603  0.000
H8 -4.598085 2.479450 4.786776  0.000
H9 1.379578 2.876660 -0.420504  0.000
Si3 0.482979 -2.145493 -3.368716  0.003
H10 3.030689 -2.925636 3.543332  0.000
H11 3.807666 -0.134181 0.828084  0.001
H12 1.485949 -4.099616 -2.191344  0.000
H13 -4.967619 -2.651043 2.179193  0.001
H14 -1.551751 1.734281 -1.486338  0.000
S1 -0.853305 -1.345660 3.167015  0.058
C15 -4.286703 1.104084 1.705956  0.000
S2 -2.027117 -1.999984 0.014605  0.071
H15 -3.745032 -2.986293 4.146913  0.000
H16 0.184117 7.317829 1.482498  0.000
H17 -1.439812 3.089063 -2.628905  0.000
H18 4.278331 1.259816 -3.143587  0.000
Mn1 -0.008947 -1.013741 0.873581  4.643
H19 1.018818 3.849068 3.855380  0.000
H20 1.285500 6.282281 3.434868  0.000
H21 0.669373 -5.326413 1.975876  0.000
O2 1.776054 -2.300349 1.469735  0.041
C16 -2.503818 -1.856604 2.760573  0.013
H22 -4.380888 -3.551416 0.776244  0.001
C17 -2.748435 2.184984 3.754435  0.000
C18 -3.408719 -1.960211 3.972805  0.002
H23 1.646321 -3.935770 4.054721  0.001
H24 -0.407303 -3.926916 1.712003  0.001
H25 1.240498 4.088090 -1.702180  0.000
H26 -4.877858 -1.883738 0.588052  0.001
H27 2.673756 -2.481396 -4.517686  0.000
H28 -2.138513 2.576871 4.560347  0.000
H29 0.172891 -4.595975 -3.267831  0.000
H30 -2.879310 -1.630670 4.864055  0.001
H31 2.923814 -4.655117 3.081862  0.000
C19 -1.243701 -1.692458 -3.942223  0.000
H32 -1.187158 5.944373 -0.045893  0.000
C20 0.489559 -3.832444 -2.551167  0.000
Sb1 1.162940 -0.468475 -1.580828  0.028
H33 0.679614 -4.427173 0.424010  0.001
H34 4.100374 1.335383 -0.109223  0.000
C21 -4.125392 2.123165 3.880761  0.000
H35 -0.203142 -3.848284 -1.706375  0.000
H36 -4.877858 0.653968 0.918636  0.000
H37 3.812562 -2.977826 -2.410553  0.000
C22 -1.172499 2.040667 -2.462618  0.000
C23 0.531806 4.319092 3.009264  0.001
H38 -1.928740 -1.627899 -3.093855  0.000
C24 1.579160 3.072814 -1.475887  0.001
H39 -1.253379 -0.736726 -4.471603  0.000
H40 2.321482 2.118784 -4.431416  0.000
H41 0.941433 1.154145 -4.962446  0.000
H42 5.250905 -2.532256 -1.489506  0.000
C25 -2.958305 -2.128921 1.523414  0.013
C26 1.682733 -2.134350 -4.818727  0.001
C27 -4.373924 -2.575736 1.269146  0.003
H43 4.080060 -0.241831 -4.051761  0.000
S3 -0.380573 1.804994 2.473113  0.010
H44 -1.464824 3.517077 0.387008  0.000
C28 0.583005 -4.347913 1.507525  0.003
H45 -5.970202 1.526614 2.962663  0.000
H46 2.658978 3.036926 -1.639550  0.000
H47 3.739488 -2.907585 -0.645275  0.000
H48 5.551634 0.038279 -3.112102  0.001
H49 -1.622030 -2.457404 -4.626390  0.000

Forces on atoms 1 to 6 (eV/Å):
0.0 0.0 0.0
0.0 0.0 0.0
0.0 0.0 0.0
0.0 0.1 0.0
0.0 0.0 0.0
0.1 0.0 0.1